Density functional theory data (the ωB97M-V functional and the def2-TZVPD basis) for C15H18N2O9PdS as an isolated structure.

The strongest force on any atom is 0.0107 Eh/bohr. The HOMO-LUMO gap comes out at 6.6181 eV. The net charge is -2. The calculation puts the LUMO energy at 4.78 eV.

XYZ file:
```
46
C15H18N2O9PdS, DFT the ωB97M-V functional and the def2-TZVPD basis
Pd -1.749 1.550 0.686
O -3.925 2.771 1.777
C -2.549 2.748 2.129
O -1.861 3.754 1.854
C -2.414 1.946 3.423
O -1.170 1.281 3.480
C -1.261 -0.102 3.726
C -1.965 -0.967 2.657
O -2.067 -2.166 2.968
O -2.367 -0.424 1.593
H -3.959 3.408 1.052
H -3.251 1.249 3.480
H -2.470 2.652 4.264
H -1.754 -0.306 4.686
H -0.234 -0.463 3.802
O 1.861 -1.926 -4.938
S 0.420 -1.848 -4.769
O -0.339 -2.711 -5.654
N -0.113 -0.345 -4.769
C -0.601 0.033 -3.565
O -1.078 1.129 -3.291
C -0.499 -1.074 -2.521
C -0.851 -1.054 -1.179
C -0.709 -2.224 -0.436
C -0.202 -3.380 -1.024
C 0.187 -3.391 -2.360
C 0.023 -2.225 -3.078
H -1.200 -0.156 -0.662
H -1.026 -2.227 0.599
H -0.108 -4.281 -0.428
H 0.596 -4.279 -2.825
C 3.513 0.112 -0.561
N 2.606 0.736 0.382
C 2.754 0.429 1.788
C 1.585 1.558 -0.017
C 1.450 1.775 -1.499
O 0.832 2.068 0.799
H 4.222 -0.498 -0.003
H 4.082 0.849 -1.134
H 2.992 -0.538 -1.267
H 3.703 0.811 2.180
H 2.719 -0.652 1.949
H 1.931 0.894 2.325
H 2.322 2.305 -1.892
H 0.550 2.349 -1.695
H 1.372 0.830 -2.034
```